No. 1
Density functional theory data (the ωB97M-V functional and the def2-TZVPD basis) for a molecular structure, C2H2BrF3O in a non-equilibrium geometry.

Its gap between HOMO and LUMO is 11.374 eV. As for the lowest unoccupied orbital energy: 0.023 hartree. As for the highest occupied orbital energy: -10.737 eV. Its total charge is 0.

Cartesian coordinates (Å):
1 C -0.44 -0.49 0.04
2 C 0.44 0.66 -0.43
3 O 0.15 -1.34 0.91
4 F -0.13 1.38 -1.39
5 F 0.75 1.49 0.57
6 F 1.60 0.20 -0.92
7 Br -2.15 0.25 0.67
8 H -0.73 -1.27 -1.12
9 H 0.52 -0.88 1.68

Partial charges, Löwdin, in e: number 1, C, carries -0.73; number 2, C, carries -0.73; number 3, O, carries -0.04; number 4, F, carries 0.14; number 5, F, carries 0.13; number 6, F, carries 0.14; number 7, Br, carries 0.73; number 8, H, carries 0.24; number 9, H, carries 0.12

***

No. 2
Density functional theory data (the ωB97M-V functional and the def2-TZVPD basis) for 17 unconnected molecules or ions with the total composition C54H152N10O24 in a non-equilibrium geometry.

Its gap between HOMO and LUMO is 8.997 eV. As for the lowest unoccupied orbital energy: 0.006 hartree. As for the highest occupied orbital energy: -8.830 eV. Its total charge is 0.

Cartesian coordinates (Å):
1 C -14.25 -22.84 -8.13
2 C -14.47 -21.38 -8.57
3 O -13.24 -20.63 -8.56
4 O -13.92 -23.65 -9.22
5 H -15.05 -23.27 -7.52
6 H -13.36 -22.88 -7.51
7 H -15.13 -20.89 -7.86
8 H -14.95 -21.28 -9.55
9 H -12.66 -21.01 -9.23
10 H -13.02 -23.41 -9.43
11 C -6.93 -22.79 -4.99
12 C -7.02 -24.32 -4.75
13 O -6.48 -24.58 -3.46
14 O -7.86 -22.07 -4.19
15 H -7.30 -22.61 -6.00
16 H -5.92 -22.40 -4.82
17 H -6.50 -24.90 -5.51
18 H -8.07 -24.60 -4.84
19 H -6.57 -25.52 -3.28
20 H -7.49 -21.84 -3.34
21 C -17.09 -21.39 -5.14
22 C -18.43 -20.73 -4.78
23 O -19.49 -21.69 -4.79
24 O -16.50 -22.25 -4.13
25 H -16.45 -20.52 -5.22
26 H -17.14 -21.94 -6.09
27 H -18.74 -19.96 -5.49
28 H -18.42 -20.29 -3.78
29 H -19.19 -22.57 -5.03
30 H -17.15 -22.95 -4.06
31 C -15.63 -25.70 -5.42
32 C -15.72 -26.58 -4.15
33 O -14.41 -26.60 -3.50
34 O -16.76 -25.89 -6.24
35 H -14.77 -25.87 -6.06
36 H -15.56 -24.64 -5.18
37 H -16.04 -27.61 -4.31
38 H -16.34 -26.04 -3.42
39 H -14.34 -25.75 -3.06
40 H -16.73 -26.83 -6.43
41 C -20.52 -25.37 -3.96
42 C -18.98 -25.19 -3.65
43 O -18.34 -24.31 -4.60
44 O -20.70 -26.10 -5.21
45 H -21.00 -24.39 -4.06
46 H -20.98 -25.90 -3.13
47 H -18.46 -26.15 -3.61
48 H -18.87 -24.89 -2.61
49 H -17.91 -24.79 -5.31
50 H -20.50 -25.48 -5.91
51 C -10.00 -18.29 -4.49
52 C -9.77 -19.26 -5.67
53 O -8.39 -19.60 -5.78
54 O -9.46 -17.01 -4.62
55 H -9.56 -18.69 -3.58
56 H -11.06 -18.22 -4.24
57 H -10.06 -18.72 -6.57
58 H -10.43 -20.12 -5.59
59 H -8.20 -20.37 -5.23
60 H -8.52 -16.97 -4.42
61 C -12.89 -28.50 -6.02
62 C -13.90 -29.65 -6.19
63 O -13.39 -30.87 -5.61
64 O -11.75 -28.80 -6.73
65 H -12.76 -28.23 -4.97
66 H -13.33 -27.62 -6.50
67 H -14.28 -29.89 -7.19
68 H -14.81 -29.24 -5.75
69 H -13.94 -31.17 -4.88
70 H -11.45 -29.66 -6.42
71 C -13.15 -19.53 1.02
72 C -12.18 -18.37 1.12
73 C -12.71 -16.97 0.85
74 O -13.49 -16.79 -0.34
75 C -12.78 -16.91 -1.58
76 N -11.54 -18.42 2.47
77 H -13.92 -19.55 1.80
78 H -12.60 -20.46 1.13
79 H -13.53 -19.56 0.00
80 H -11.46 -18.69 0.36
81 H -11.98 -16.17 0.99
82 H -13.46 -16.81 1.63
83 H -12.01 -16.15 -1.67
84 H -13.49 -16.79 -2.40
85 H -12.26 -17.85 -1.77
86 H -10.85 -17.70 2.62
87 H -12.29 -18.09 3.06
88 C -10.04 -21.18 -8.65
89 C -10.16 -22.41 -9.53
90 C -10.08 -23.71 -8.64
91 O -10.16 -24.90 -9.44
92 C -10.73 -26.03 -8.69
93 N -11.43 -22.30 -10.21
94 H -9.09 -21.24 -8.11
95 H -10.85 -21.17 -7.92
96 H -10.11 -20.22 -9.16
97 H -9.40 -22.36 -10.31
98 H -10.86 -23.71 -7.88
99 H -9.20 -23.73 -8.00
100 H -11.57 -25.67 -8.09
101 H -10.02 -26.42 -7.96
102 H -11.17 -26.73 -9.40
103 H -11.46 -23.03 -10.91
104 H -11.37 -21.50 -10.83
105 C -10.74 -25.62 -2.95
106 C -10.38 -27.07 -2.63
107 C -9.29 -27.28 -1.61
108 O -8.06 -26.71 -1.97
109 C -6.98 -27.04 -1.12
110 N -11.56 -27.73 -2.08
111 H -10.85 -24.94 -2.10
112 H -11.68 -25.52 -3.50
113 H -9.98 -25.25 -3.63
114 H -10.13 -27.54 -3.58
115 H -9.07 -28.32 -1.38
116 H -9.69 -26.81 -0.71
117 H -6.71 -28.09 -1.20
118 H -6.99 -26.72 -0.08
119 H -6.13 -26.46 -1.48
120 H -11.50 -28.73 -2.14
121 H -12.38 -27.51 -2.63
122 C -7.68 -19.35 -1.05
123 C -6.37 -20.09 -1.12
124 C -5.56 -20.06 0.22
125 O -5.36 -18.75 0.73
126 C -5.31 -18.78 2.13
127 N -6.65 -21.47 -1.61
128 H -8.47 -19.92 -0.56
129 H -8.06 -19.38 -2.07
130 H -7.60 -18.31 -0.73
131 H -5.69 -19.58 -1.81
132 H -4.61 -20.59 0.23
133 H -6.15 -20.65 0.93
134 H -4.39 -19.28 2.44
135 H -6.19 -19.24 2.56
136 H -5.26 -17.73 2.43
137 H -5.77 -21.97 -1.57
138 H -7.11 -21.91 -0.82
139 C -15.61 -18.80 -2.58
140 C -16.88 -18.15 -1.94
141 C -17.62 -19.18 -1.04
142 O -18.82 -18.54 -0.66
143 C -19.28 -18.70 0.62
144 N -16.53 -16.95 -1.27
145 H -15.02 -19.24 -1.77
146 H -14.95 -18.15 -3.15
147 H -15.95 -19.60 -3.23
148 H -17.60 -17.87 -2.71
149 H -16.99 -19.44 -0.19
150 H -17.84 -20.11 -1.57
151 H -20.29 -18.33 0.82
152 H -18.67 -18.07 1.26
153 H -19.22 -19.75 0.90
154 H -15.63 -17.19 -0.88
155 H -17.09 -16.87 -0.43
156 C -7.49 -22.08 3.32
157 C -8.63 -21.38 2.72
158 C -9.36 -22.22 1.58
159 O -8.36 -22.87 0.76
160 C -8.84 -23.83 -0.13
161 N -9.50 -20.98 3.78
162 H -7.00 -21.62 4.17
163 H -6.70 -22.24 2.57
164 H -7.74 -23.10 3.61
165 H -8.17 -20.46 2.35
166 H -10.05 -21.59 1.01
167 H -9.97 -22.99 2.05
168 H -9.38 -23.20 -0.84
169 H -9.45 -24.57 0.39
170 H -8.07 -24.34 -0.70
171 H -9.16 -20.24 4.38
172 H -10.31 -20.51 3.41
173 C -20.26 -28.51 0.53
174 C -19.71 -28.18 -0.87
175 C -18.23 -28.13 -0.94
176 O -17.69 -26.94 -0.32
177 C -16.28 -26.84 -0.17
178 N -20.21 -29.36 -1.64
179 H -21.35 -28.46 0.56
180 H -19.87 -27.62 1.04
181 H -19.99 -29.50 0.88
182 H -20.15 -27.29 -1.31
183 H -17.84 -28.21 -1.95
184 H -17.85 -29.09 -0.59
185 H -15.79 -27.69 0.31
186 H -15.90 -25.97 0.37
187 H -15.83 -26.91 -1.16
188 H -21.20 -29.54 -1.60
189 H -20.10 -29.23 -2.64
190 C -13.76 -19.05 -5.50
191 C -14.43 -17.85 -6.19
192 C -13.49 -16.62 -6.29
193 O -13.81 -15.69 -7.28
194 C -12.94 -14.57 -7.34
195 N -14.85 -18.33 -7.51
196 H -13.45 -18.91 -4.47
197 H -12.85 -19.44 -5.96
198 H -14.40 -19.93 -5.55
199 H -15.33 -17.55 -5.66
200 H -12.44 -16.90 -6.38
201 H -13.63 -16.10 -5.35
202 H -13.11 -14.00 -6.43
203 H -13.11 -13.88 -8.16
204 H -11.89 -14.89 -7.35
205 H -14.12 -18.97 -7.80
206 H -14.66 -17.57 -8.14
207 C -12.99 -22.76 -4.71
208 C -13.01 -22.86 -3.20
209 C -13.00 -21.53 -2.45
210 O -11.84 -20.77 -2.78
211 C -10.62 -21.28 -2.31
212 N -14.20 -23.65 -2.86
213 H -13.93 -22.30 -5.02
214 H -12.83 -23.69 -5.25
215 H -12.16 -22.10 -4.99
216 H -12.15 -23.48 -2.95
217 H -13.07 -21.45 -1.36
218 H -13.83 -20.97 -2.87
219 H -9.81 -20.57 -2.44
220 H -10.34 -22.23 -2.77
221 H -10.57 -21.33 -1.22
222 H -14.99 -23.07 -3.08
223 H -14.21 -23.77 -1.85
224 C -13.12 -25.39 0.08
225 C -13.09 -24.11 0.97
226 C -14.43 -23.39 1.08
227 O -14.81 -22.89 -0.17
228 C -16.19 -22.40 -0.09
229 N -12.75 -24.55 2.35
230 H -13.49 -25.12 -0.91
231 H -13.67 -26.27 0.39
232 H -12.08 -25.68 -0.04
233 H -12.32 -23.41 0.64
234 H -14.34 -22.49 1.69
235 H -15.21 -24.05 1.44
236 H -16.33 -21.93 -1.07
237 H -16.44 -21.69 0.70
238 H -16.97 -23.15 -0.06
239 H -13.31 -25.37 2.54
240 H -11.82 -24.92 2.25

Atomic partial charges in e from the Löwdin method, atoms 1 to 99: number 1, C, carries -0.24; number 2, C, carries -0.19; number 3, O, carries -0.11; number 4, O, carries -0.08; number 5, H, carries 0.11; number 6, H, carries 0.09; number 7, H, carries 0.09; number 8, H, carries 0.12; number 9, H, carries 0.02; number 10, H, carries 0.03; number 11, C, carries -0.20; number 12, C, carries -0.22; number 13, O, carries -0.07; number 14, O, carries -0.11; number 15, H, carries 0.11; number 16, H, carries 0.12; number 17, H, carries 0.11; number 18, H, carries 0.10; number 19, H, carries 0.05; number 20, H, carries 0.02; number 21, C, carries -0.20; number 22, C, carries -0.19; number 23, O, carries -0.09; number 24, O, carries -0.10; number 25, H, carries 0.09; number 26, H, carries 0.12; number 27, H, carries 0.12; number 28, H, carries 0.10; number 29, H, carries 0.03; number 30, H, carries 0.04; number 31, C, carries -0.22; number 32, C, carries -0.18; number 33, O, carries -0.12; number 34, O, carries -0.07; number 35, H, carries 0.11; number 36, H, carries 0.10; number 37, H, carries 0.12; number 38, H, carries 0.10; number 39, H, carries 0.02; number 40, H, carries 0.10; number 41, C, carries -0.17; number 42, C, carries -0.18; number 43, O, carries -0.10; number 44, O, carries -0.07; number 45, H, carries 0.12; number 46, H, carries 0.10; number 47, H, carries 0.10; number 48, H, carries 0.12; number 49, H, carries 0.05; number 50, H, carries 0.07; number 51, C, carries -0.26; number 52, C, carries -0.22; number 53, O, carries -0.07; number 54, O, carries -0.05; number 55, H, carries 0.09; number 56, H, carries 0.10; number 57, H, carries 0.11; number 58, H, carries 0.10; number 59, H, carries 0.03; number 60, H, carries 0.09; number 61, C, carries -0.27; number 62, C, carries -0.21; number 63, O, carries -0.06; number 64, O, carries -0.04; number 65, H, carries 0.10; number 66, H, carries 0.11; number 67, H, carries 0.12; number 68, H, carries 0.09; number 69, H, carries 0.08; number 70, H, carries 0.09; number 71, C, carries -0.05; number 72, C, carries -0.42; number 73, C, carries -0.18; number 74, O, carries -0.20; number 75, C, carries -0.09; number 76, N, carries 0.05; number 77, H, carries 0.09; number 78, H, carries 0.06; number 79, H, carries 0.06; number 80, H, carries 0.12; number 81, H, carries 0.13; number 82, H, carries 0.12; number 83, H, carries 0.09; number 84, H, carries 0.07; number 85, H, carries 0.07; number 86, H, carries 0.07; number 87, H, carries 0.07; number 88, C, carries -0.06; number 89, C, carries -0.39; number 90, C, carries -0.17; number 91, O, carries -0.19; number 92, C, carries -0.07; number 93, N, carries 0.02; number 94, H, carries 0.08; number 95, H, carries 0.06; number 96, H, carries 0.09; number 97, H, carries 0.14; number 98, H, carries 0.11; number 99, H, carries 0.12

***

No. 3
Density functional theory data (the ωB97M-V functional and the def2-TZVPD basis) for 2 unconnected molecules or ions with the total composition C2H3N in a non-equilibrium geometry.

Its gap between HOMO and LUMO (alpha / beta) is 8.830 / 9.206 eV. As for the lowest unoccupied orbital energy (alpha / beta): -0.051 / -0.024 hartree. As for the highest occupied orbital energy (alpha / beta): -10.223 / -9.856 eV. Its total charge is 0.

Cartesian coordinates (Å):
1 C 0.17 -0.47 0.43
2 C -0.32 0.46 -0.54
3 N 0.32 -0.96 -0.69
4 H 0.90 -0.85 2.39
5 H -1.38 0.52 -0.75
6 H 0.30 1.30 -0.85

Partial charges, Löwdin, in e: number 1, C, carries -0.25; number 2, C, carries -0.14; number 3, N, carries 0.09; number 4, H, carries 0.16; number 5, H, carries 0.07; number 6, H, carries 0.07

***

Results for ΔE to the lowest compared entry with this formula, charge and spin: 16.5 0.0 141.1 (in kcal/mol, following the order of the records).